Entry from the OMol25 dataset: a molecular structure, C43H67FN4P2SiV (ωB97M-V/def2-TZVPD).

Computed properties:
ΔE to the lowest compared entry with this formula, charge and spin ... 0.0 kJ/mol
E ... -106501.5719 eV
2S+1 ... 4
Charge ... 0
Expectation value of S² ... 3.766

Each line ends with the Löwdin spin population.
Atoms and positions in Å:
V: 0.501218 -1.659876 -0.064356  2.732
C: 2.090105 0.094409 3.188819  -0.002
Si: 1.583340 0.177097 1.350717  0.019
C: 3.269507 0.082912 0.414517  0.000
C: 4.494157 0.230239 1.079056  -0.001
C: 5.709925 0.061614 0.436417  0.000
C: 5.735988 -0.269105 -0.911743  -0.001
C: 4.543459 -0.425808 -1.597770  0.000
C: 3.315082 -0.254482 -0.954621  0.003
P: 1.718738 -0.469122 -1.847108  0.053
C: 2.150891 -1.628568 -3.247055  0.007
C: 2.655460 -1.096869 -4.597784  0.000
C: 1.547577 -0.612736 -5.531031  0.000
C: 0.421179 -1.632970 -5.678887  0.000
C: -0.109832 -2.074177 -4.317813  0.001
C: 1.020328 -2.643937 -3.474303  0.010
C: 1.327711 1.268327 -2.322320  0.012
C: -0.085166 1.464050 -2.880683  0.002
C: -0.413764 2.953346 -2.981993  0.000
C: 0.637755 3.709791 -3.787677  0.000
C: 2.025978 3.512347 -3.186580  0.001
C: 2.385434 2.028855 -3.124024  0.002
C: 1.025226 2.002772 1.157518  -0.001
C: 2.019537 2.981613 1.219607  -0.001
C: 1.747092 4.328913 1.026716  0.000
C: 0.445183 4.724216 0.769212  0.000
C: -0.566174 3.774665 0.721311  0.000
C: -0.303220 2.418332 0.919085  0.000
P: -1.575716 1.115754 0.680989  0.012
C: -3.197473 1.994969 0.448931  0.003
C: -3.672363 3.067819 1.460814  0.001
C: -4.464275 4.188854 0.782524  0.000
C: -5.469139 3.595621 -0.198571  0.000
C: -4.751674 2.869961 -1.354401  0.000
C: -3.309015 2.499094 -0.998636  0.000
C: -1.691408 0.380952 2.386853  0.003
C: -2.783833 -0.695084 2.409270  0.001
C: -2.812808 -1.365709 3.778519  0.000
C: -3.185864 -0.361192 4.892612  0.000
C: -3.048085 1.090297 4.422839  0.000
C: -1.754771 1.290693 3.637159  0.000
H: 2.613167 1.003450 3.500972  -0.001
H: 1.222676 -0.013071 3.845528  0.000
H: 2.752329 -0.752739 3.385132  0.000
H: 4.494597 0.478146 2.134547  0.000
H: 6.636408 0.182530 0.984422  0.000
H: 6.678959 -0.405211 -1.425994  0.000
H: 4.578615 -0.684798 -2.648302  0.000
H: 2.977057 -2.176188 -2.778808  0.001
H: 3.397314 -0.308069 -4.461871  0.000
H: 3.177003 -1.927258 -5.089295  0.000
H: 1.131495 0.323926 -5.156991  0.000
H: 1.979357 -0.380638 -6.507865  0.000
H: -0.381419 -1.215657 -6.291262  0.000
H: 0.796069 -2.513438 -6.213398  0.000
H: -0.564032 -1.228592 -3.791113  0.000
H: -0.900136 -2.817883 -4.435118  0.000
H: 0.630852 -3.009791 -2.520045  0.009
H: 1.447354 -3.510479 -3.994355  0.000
H: 1.314489 1.719170 -1.319559  0.001
H: -0.174810 1.016039 -3.873622  0.000
H: -0.804707 0.952898 -2.234269  0.001
H: -1.404822 3.084787 -3.423924  0.000
H: -0.455122 3.374283 -1.972953  0.000
H: 0.636362 3.349193 -4.823703  0.000
H: 0.388476 4.772935 -3.826834  0.000
H: 2.777930 4.054650 -3.765026  0.000
H: 2.041964 3.926070 -2.171686  0.000
H: 2.449406 1.637244 -4.143382  0.000
H: 3.368685 1.895653 -2.666974  0.000
H: 3.046577 2.678999 1.398865  0.000
H: 2.545918 5.059266 1.068289  0.000
H: 0.210907 5.769012 0.604654  0.000
H: -1.572271 4.109102 0.511227  0.000
H: -3.892213 1.147775 0.512770  0.000
H: -4.323115 2.590850 2.196100  0.000
H: -2.841540 3.490628 2.026161  0.000
H: -4.968135 4.791352 1.541384  0.000
H: -3.788486 4.868428 0.252117  0.000
H: -6.101927 2.889726 0.348765  0.000
H: -6.137810 4.365003 -0.588020  0.000
H: -5.301609 1.963385 -1.618855  0.000
H: -4.747345 3.497248 -2.249227  0.000
H: -2.939666 1.734117 -1.685464  0.000
H: -2.659325 3.365300 -1.138727  0.000
H: -0.747998 -0.174470 2.432062  0.003
H: -3.766955 -0.264112 2.195137  0.000
H: -2.595906 -1.410719 1.604742  0.001
H: -3.503781 -2.211876 3.777922  0.000
H: -1.818840 -1.781288 3.979954  0.000
H: -4.208650 -0.538042 5.232242  0.000
H: -2.541790 -0.522299 5.760673  0.000
H: -3.904031 1.348994 3.796771  0.000
H: -3.084110 1.768712 5.277816  0.000
H: -1.608294 2.339218 3.372304  0.000
H: -0.917837 1.037941 4.297283  0.000
F: -1.176746 -2.215148 -0.689886  0.051
C: 0.971907 -3.159380 2.679322  0.009
N: 0.486338 -3.451438 1.306251  0.024
C: -0.871357 -4.062121 1.424614  0.005
N: -0.850078 -5.263533 2.245048  0.001
C: -0.346263 -4.915131 3.573878  0.000
N: 1.005133 -4.350739 3.513529  0.001
C: 1.885693 -5.333762 2.879961  0.000
N: 1.429862 -5.692833 1.532778  0.002
C: 1.386083 -4.483656 0.727231  0.016
C: 0.067386 -6.226343 1.638913  0.000
H: 0.314182 -2.409726 3.121500  0.002
H: 1.974513 -2.735399 2.605794  0.002
H: -1.235609 -4.282845 0.423674  0.000
H: -1.536633 -3.323158 1.868731  0.001
H: -0.328715 -5.811145 4.196778  0.000
H: -1.017006 -4.183380 4.028035  0.000
H: 1.912258 -6.235358 3.493963  0.000
H: 2.894840 -4.921772 2.817159  0.000
H: 1.029436 -4.725718 -0.276994  0.004
H: 2.391858 -4.059975 0.652812  0.005
H: 0.091959 -7.131253 2.248433  0.000
H: -0.292614 -6.483475 0.641153  0.000

Atomic forces in eV per Å
V -0.5023 -0.2117 0.2157
C 0.0556 0.0557 0.0108
Si 0.1615 -0.0066 0.0020
C 0.0024 0.0591 0.0516
C -0.0256 -0.0056 0.0047
C 0.0070 -0.0096 -0.0323
C -0.0014 0.0031 0.0280
C -0.0037 0.0346 -0.0086
C 0.0300 -0.0120 -0.0841
P 0.2046 0.1328 -0.1683
C 0.0491 0.0018 0.0087
C 0.0178 -0.0229 0.0021
C -0.0213 0.0362 -0.0096
C -0.0002 -0.0082 -0.0109
C -0.0171 0.0219 -0.0026
C 0.0284 -0.0463 0.0029
C -0.0304 0.0848 0.0103
C -0.0098 -0.0179 -0.0237
C -0.0067 -0.0135 -0.0025
C -0.0041 0.0237 -0.0210
C 0.0102 0.0064 -0.0034
C 0.0116 -0.0267 -0.0261
C -0.0515 0.0321 0.0120
C 0.0014 0.0076 0.0115
C 0.0141 -0.0161 0.0086
C -0.0155 0.0010 -0.0029
C -0.0113 0.0427 0.0166
C 0.0775 -0.0375 -0.0769
P 0.0316 0.0337 0.0992
C -0.0193 -0.0352 -0.0711
C 0.0380 0.0016 0.0484
C 0.0050 0.0122 0.0029
C -0.0093 -0.0108 0.0016
C -0.0179 -0.0087 -0.0147
C 0.0273 0.0091 0.0298
C -0.0262 -0.0352 0.0255
C -0.0271 0.0185 -0.0829
C -0.0187 -0.0212 0.0322
C 0.0066 -0.0013 0.0018
C -0.0199 -0.0150 -0.0139
C 0.0422 0.0300 -0.0022
H -0.0041 -0.0101 -0.0010
H -0.0336 0.0102 -0.0402
H -0.0051 -0.0021 0.0092
H 0.0039 -0.0010 0.0047
H -0.0002 0.0050 0.0010
H 0.0005 -0.0016 -0.0008
H 0.0005 0.0049 -0.0177
H -0.0221 -0.0009 -0.0151
H 0.0060 -0.0132 0.0143
H -0.0102 -0.0017 -0.0014
H 0.0096 -0.0179 0.0101
H 0.0036 -0.0149 -0.0030
H -0.0038 0.0070 0.0119
H 0.0079 0.0005 0.0006
H -0.0037 0.0179 0.0159
H 0.0089 -0.0064 -0.0048
H -0.0163 0.0221 -0.0070
H 0.0002 0.0061 -0.0039
H 0.0237 -0.0091 0.0138
H 0.0060 -0.0025 -0.0043
H 0.0188 0.0078 -0.0091
H 0.0044 -0.0016 -0.0002
H 0.0063 0.0105 0.0177
H 0.0059 -0.0108 0.0057
H 0.0011 -0.0016 0.0054
H -0.0057 -0.0026 -0.0041
H -0.0028 -0.0024 0.0065
H -0.0192 0.0189 0.0164
H 0.0073 0.0144 0.0094
H 0.0074 0.0044 0.0008
H -0.0006 0.0005 -0.0010
H -0.0034 -0.0012 -0.0011
H 0.0329 0.0142 -0.0005
H -0.0093 -0.0012 -0.0197
H -0.0145 -0.0020 -0.0032
H -0.0251 -0.0172 -0.0087
H -0.0096 -0.0072 -0.0005
H -0.0036 -0.0006 -0.0068
H 0.0048 -0.0001 0.0021
H 0.0075 0.0055 -0.0039
H -0.0064 0.0017 0.0064
H 0.0030 0.0098 0.0064
H -0.0189 -0.0007 0.0108
H -0.0164 -0.0067 -0.0190
H 0.0213 -0.0311 0.0074
H -0.0053 0.0195 0.0327
H 0.0203 -0.0495 0.0044
H -0.0007 0.0057 0.0077
H 0.0096 0.0094 -0.0198
H -0.0040 0.0058 -0.0077
H -0.0026 0.0013 0.0064
H 0.0048 0.0131 0.0085
H 0.0260 -0.0130 0.0147
H -0.0373 -0.0165 0.0059
H 0.0043 0.0247 -0.0051
F 0.1058 -0.0674 -0.0705
C 0.0182 0.0181 -0.0095
N -0.1234 -0.0659 0.0405
C 0.0238 0.0234 0.0061
N -0.0323 0.0008 0.0030
C 0.0080 0.0086 -0.0044
N 0.0112 -0.0037 0.0077
C -0.0107 -0.0066 -0.0052
N 0.0253 0.0001 0.0076
C 0.0185 0.0367 -0.0260
C 0.0075 -0.0157 0.0007
H -0.0034 -0.0032 0.0126
H -0.0037 -0.0089 0.0025
H 0.0142 -0.0074 -0.0089
H -0.0060 0.0244 0.0277
H 0.0023 -0.0006 -0.0010
H -0.0031 -0.0026 0.0005
H 0.0033 -0.0002 0.0025
H -0.0001 0.0031 -0.0026
H -0.0085 -0.0036 0.0046
H 0.0026 -0.0091 -0.0012
H -0.0033 -0.0010 -0.0015
H -0.0007 0.0007 -0.0017